(1)
Below is C24H30N7O6PSV as an isolated structure in a non-equilibrium geometry, with properties calculated with ωB97M-V with the def2-TZVPD basis set.

```
70
Properties=species:S:1:pos:R:3:forces:R:3
V 0.067576 0.986570 0.476698 -1.049 -0.592 -0.289
O -0.437637 -0.561756 4.114637 -0.060 -0.077 0.147
C -0.460068 -0.255888 2.949739 0.222 0.683 -0.402
O -0.058998 0.892802 2.439508 -0.347 -0.549 0.533
C -0.982328 -1.253391 1.855145 0.142 0.479 -0.623
O -1.446922 -2.343510 2.136075 0.052 -0.166 0.051
O -0.847068 -0.803469 0.634829 0.051 -0.576 0.647
O 6.943641 0.724179 -0.216105 -0.049 -0.063 0.020
C 6.202244 -0.475813 -0.088579 0.003 0.119 -0.062
C 4.741837 -0.149447 0.044590 0.059 -0.084 0.043
C 3.819012 -1.171728 0.213968 0.055 -0.138 -0.021
C 2.488877 -0.861653 0.375067 -0.228 0.355 0.024
N 2.043047 0.405163 0.356583 0.762 -0.317 -0.140
C 2.927615 1.399520 0.164503 -0.131 0.063 0.118
C 4.282392 1.155311 0.022638 0.062 0.182 -0.074
C 2.342357 2.768612 0.206137 -0.176 -0.262 0.082
C 3.096799 3.920508 0.085252 0.246 -0.070 -0.032
C 2.507530 5.160780 0.258454 -0.072 0.046 0.040
C 3.320116 6.421929 0.105555 0.089 -0.024 -0.075
O 4.112465 6.411228 -1.072833 -0.085 0.002 0.088
C 1.159025 5.191021 0.589675 0.001 0.196 0.068
C 0.453900 4.011649 0.669339 0.071 -0.557 -0.160
N 1.006821 2.806154 0.434416 0.712 1.108 0.089
H 7.878750 0.508737 -0.246962 0.039 -0.002 -0.009
H 6.513753 -1.044524 0.793112 0.012 0.002 0.032
H 6.339826 -1.118312 -0.964556 -0.005 -0.019 -0.025
H 4.122517 -2.211570 0.216377 0.012 0.029 0.038
H 1.736996 -1.622275 0.523549 -0.045 -0.028 -0.050
H 4.984300 1.966406 -0.094110 0.025 -0.048 -0.023
H 4.154437 3.856707 -0.133099 -0.038 0.048 -0.017
H 4.029833 6.512604 0.928185 -0.019 -0.023 0.044
H 2.661102 7.293148 0.143546 -0.016 0.026 -0.028
H 3.523506 6.374236 -1.833742 0.025 0.008 -0.028
H 0.655201 6.128697 0.789266 0.005 -0.015 -0.038
H -0.596440 3.998958 0.928969 -0.033 0.016 -0.050
C 2.657932 -5.525072 -1.587552 -0.111 0.033 0.068
N 1.689826 -5.104735 -0.594426 0.165 -0.162 -0.148
C 1.461431 -5.749025 0.618248 0.022 0.070 -0.118
C 0.497620 -5.058069 1.252950 -0.027 0.092 -0.038
N 0.144343 -4.016295 0.420632 -0.132 0.244 0.226
C 0.869528 -4.024977 -0.718680 -0.047 0.202 -0.091
S 0.771841 -2.906455 -1.986268 0.187 -0.268 0.102
H 2.445265 -6.542731 -1.912178 0.003 -0.017 -0.008
H 3.666668 -5.479500 -1.176437 0.011 0.000 -0.001
H 2.575553 -4.847836 -2.433771 -0.002 0.015 -0.004
H 2.002459 -6.633139 0.904264 0.001 0.016 -0.015
H 0.037007 -5.197955 2.213958 -0.019 0.017 -0.020
H -0.517334 -3.280162 0.673231 -0.115 -0.133 0.000
C -4.840225 3.390848 0.399966 0.051 -0.064 0.001
N -4.406731 3.205519 -0.986734 0.065 -0.025 -0.020
C -5.078717 2.018050 -1.523767 0.052 -0.012 0.093
N -4.864141 0.806110 -0.737386 0.032 0.006 0.003
C -5.291483 1.063711 0.638552 0.097 0.041 -0.025
N -4.638524 2.223004 1.254303 0.047 -0.045 -0.006
C -3.214226 1.959618 1.471306 -0.139 -0.053 -0.113
P -2.313103 1.620219 -0.113161 0.007 0.249 0.242
C -2.947723 3.065915 -1.077490 -0.210 -0.040 -0.037
C -3.468579 0.357389 -0.795792 -0.140 0.025 -0.032
H -5.906657 3.623542 0.389852 -0.014 -0.002 -0.012
H -4.303676 4.239905 0.828584 -0.013 0.015 0.007
H -4.741699 1.848172 -2.547572 0.013 -0.002 -0.012
H -6.150934 2.221705 -1.538322 -0.018 0.012 -0.019
H -5.086566 0.180857 1.244547 -0.020 -0.013 0.017
H -6.368001 1.243275 0.631295 -0.015 0.018 -0.009
H -3.093947 1.093217 2.123799 0.011 -0.010 0.034
H -2.745582 2.802740 1.982560 -0.018 0.038 0.014
H -2.673093 2.927952 -2.126374 0.020 0.038 -0.023
H -2.468646 3.988141 -0.739906 -0.024 0.027 0.032
H -3.337600 -0.568585 -0.235849 -0.001 -0.021 0.020
H -3.194598 0.148967 -1.831812 -0.012 -0.037 -0.027
```
Forces are in eV/Å.

Properties
* strongest force on any atom: 1.32 eV/Å
* 2S+1: 4
* HOMO-LUMO gap (alpha / beta): 6.1128 / 6.3231 eV
* expectation value of S²: 3.765
* E_HOMO (alpha / beta): -6.8 / -7.2 eV

These are the Mulliken partial charges, in e, on atoms 1 to 6: atom 1 (V): -0.1749, atom 2 (O): -0.6672, atom 3 (C): 0.4159, atom 4 (O): -0.4840, atom 5 (C): 0.9682, atom 6 (O): -0.7977

(2)
Below is C24H31AuN6PSb as an isolated structure, with properties calculated with ωB97M-V with the def2-TZVPD basis set.

```
64
Properties=species:S:1:pos:R:3:forces:R:3
Au -0.020317 -0.235108 0.344425 -0.304 0.164 0.874
C 1.685630 -2.970796 0.515182 -0.019 0.030 -0.031
C 1.632393 -2.554938 -0.923227 0.024 -0.005 0.069
C 2.182289 -3.343365 -1.924976 0.011 0.052 -0.165
C 2.125711 -2.910909 -3.237111 0.008 -0.032 0.117
C 1.520897 -1.693038 -3.513413 -0.001 0.019 0.012
C 0.975856 -0.950644 -2.478201 -0.115 0.344 -0.229
N 1.036613 -1.385925 -1.209591 -0.051 -0.107 0.292
Sb -0.003524 0.904449 -3.100552 -0.221 -0.133 0.361
C -1.942329 0.305357 -2.273251 0.193 0.056 -0.242
C -3.121008 0.647481 -2.918983 0.097 0.025 0.040
C -4.303951 0.054453 -2.497694 -0.083 -0.051 0.010
C -4.262799 -0.896938 -1.493775 0.010 0.084 -0.015
C -3.044074 -1.198320 -0.891390 0.021 0.113 -0.118
C -2.928746 -2.306304 0.117296 -0.023 0.050 -0.078
N -1.919858 -0.564338 -1.256676 -0.219 -0.242 0.004
C 0.631631 2.149196 -1.434250 0.041 -0.160 -0.113
C 0.258600 3.483712 -1.339591 -0.028 -0.004 -0.046
C 0.866445 4.268602 -0.370033 -0.031 0.018 0.011
C 1.837445 3.706677 0.445501 0.019 -0.043 -0.035
C 2.150736 2.357609 0.301022 -0.156 0.097 0.017
C 3.201894 1.684937 1.129726 -0.018 0.026 -0.037
N 1.527166 1.596423 -0.610305 0.277 0.203 -0.103
H 2.266037 -3.881278 0.644377 0.000 0.004 -0.010
H 0.676805 -3.148988 0.894833 0.007 0.004 0.011
H 2.140387 -2.176204 1.110493 -0.011 -0.024 0.023
H 2.651467 -4.283786 -1.672922 0.001 0.010 0.034
H 2.550291 -3.509540 -4.031943 -0.001 0.005 -0.005
H 1.473343 -1.324367 -4.529808 -0.007 0.008 0.006
H -3.112087 1.350840 -3.741365 -0.023 -0.028 -0.025
H -5.243506 0.298383 -2.977073 0.014 0.018 0.004
H -5.162453 -1.415380 -1.188578 0.014 -0.017 0.002
H -3.739155 -2.287040 0.846932 -0.010 0.006 -0.012
H -1.963206 -2.260081 0.619115 0.009 -0.014 0.064
H -2.992445 -3.266721 -0.398761 0.025 -0.003 0.031
H -0.465778 3.902193 -2.027850 0.014 0.040 0.027
H 0.603517 5.314177 -0.265434 0.029 -0.001 -0.031
H 2.367869 4.310686 1.170403 -0.012 -0.001 0.010
H 3.512133 2.306074 1.967980 0.015 -0.020 0.014
H 4.077878 1.483154 0.510989 0.008 -0.009 0.029
H 2.835661 0.723773 1.493482 0.005 -0.009 0.020
C -1.460615 2.452193 4.838428 0.090 0.264 -0.014
N -1.697310 0.936789 4.889544 -0.067 -0.006 0.088
C -3.178338 0.678234 4.564577 -0.211 -0.064 -0.123
N -3.527166 1.263422 3.321026 -0.170 0.081 0.059
C -3.279709 2.703404 3.337117 0.035 -0.099 -0.015
N -1.867562 2.981021 3.587167 -0.091 0.145 0.050
C -1.010290 2.597386 2.473033 0.199 -0.253 -0.228
P -1.074169 0.762571 2.162301 0.010 -0.175 -0.219
C -0.805171 0.217295 3.931549 0.271 -0.214 -0.445
C -2.926481 0.598946 2.169990 0.241 -0.050 -0.090
H -0.400623 2.629491 5.019179 0.009 -0.093 0.001
H -2.041060 2.891350 5.650019 -0.052 -0.091 0.003
H -1.509283 0.603461 5.837426 0.024 0.001 0.000
H -3.762235 1.116330 5.374008 0.091 0.039 0.038
H -3.326682 -0.401299 4.549717 0.071 -0.002 0.038
H -3.885004 3.161353 4.120119 0.034 -0.003 0.024
H -3.572851 3.131680 2.380658 0.018 0.004 -0.001
H 0.018851 2.910170 2.656472 0.003 -0.003 0.000
H -1.342059 3.104345 1.565392 0.040 0.032 -0.011
H 0.234472 0.385977 4.214631 -0.019 0.049 0.043
H -1.000403 -0.853656 4.003436 -0.027 0.010 0.052
H -3.198049 -0.457312 2.171113 0.007 -0.011 -0.034
H -3.315288 1.036637 1.248126 -0.017 -0.033 -0.001
```
Forces are in eV/Å.

Properties
* strongest force on any atom: 0.94 eV/Å
* 2S+1: 1
* HOMO-LUMO gap: 8.3887 eV
* net charge: +2
* E_HOMO: -13.4 eV

These are the Mulliken partial charges, in e, on atoms 1 to 6: atom 1 (Au): 0.6635, atom 2 (C): -1.4578, atom 3 (C): 0.9539, atom 4 (C): -0.8433, atom 5 (C): -0.4879, atom 6 (C): -0.7800

Which of these has the lowest strongest force on any atom?
C24H31AuN6PSb